Entry a
Molecular formula: C24H36O18
Method: DFT, the ωB97M-V functional and the def2-TZVPD basis

Cartesian coordinates (Å):
1 O -5.9476 -1.4822 2.5423
2 O 1.2138 -2.1574 5.0548
3 O 7.3561 6.2849 -6.7166
4 O 1.8911 -4.1430 4.3463
5 O 1.1963 1.0644 -1.2888
6 O -0.3419 -2.7544 -4.9195
7 O 1.8382 -2.4707 2.8388
8 O -3.7496 -1.5138 1.9384
9 O 5.2324 5.9952 -6.0868
10 O 6.6385 4.4380 -5.4965
11 O 0.3858 -0.8229 -5.4251
12 O -4.7243 -3.2499 2.8494
13 O -4.6820 3.6788 3.8140
14 O -5.9976 2.9144 2.2126
15 O 1.8485 -2.5486 -5.3519
16 O -3.9786 2.0829 2.6545
17 O 2.7594 -0.3609 -1.0307
18 O 3.3909 1.6144 -1.8649
19 C -1.6631 0.2991 -6.3314
20 C -4.9047 3.0108 2.7610
21 C 4.3749 5.0547 -5.6082
22 C -3.1165 2.1101 3.6762
23 C 1.1819 -2.9249 6.2033
24 C -3.3472 3.5145 4.2506
25 C -3.3949 -3.6408 2.6387
26 C -0.9430 -0.6181 -5.1701
27 C -0.5833 -0.1417 -1.0992
28 C -2.7974 -2.5888 1.8975
29 C -1.6869 1.8914 2.9042
30 C 6.5490 5.6198 -6.1086
31 C -0.2937 -2.9134 6.6718
32 C -4.8710 -2.0043 2.4155
33 C 1.6609 -1.0108 -0.3595
34 C -1.4675 -2.0721 -5.2177
35 C 1.6973 -2.8663 4.0045
36 C 2.5281 0.8634 -1.3775
37 C 0.6645 0.1791 -0.3629
38 C 5.0104 3.2711 -3.9574
39 C 5.2772 3.8866 -5.3162
40 C 0.6876 -2.0495 -5.3538
41 C 1.5554 -4.2801 5.6662
42 C -1.5489 -1.9700 2.4582
43 H 3.8427 5.4141 -4.7275
44 H 0.8206 -5.0438 5.9211
45 H -0.9193 -0.1295 -4.1960
46 H -1.1246 -1.1938 1.8213
47 H 3.5490 4.7885 -6.2679
48 H 1.8809 -1.1292 0.7014
49 H -0.9966 -3.5519 6.1367
50 H -1.3558 0.6208 -1.1987
51 H -3.4568 3.4839 5.3346
52 H -0.7958 -2.7354 2.6455
53 H -2.5876 -2.9979 0.9092
54 H 0.4773 0.7445 0.5500
55 H 4.9618 3.9234 -3.0855
56 H -1.1607 1.2654 -6.2884
57 H -2.5940 4.2538 3.9784
58 H -1.1722 2.8393 2.7477
59 H 2.4413 -4.7123 6.1315
60 H 1.8401 -2.5284 6.9763
61 H -0.5699 -1.8725 6.8403
62 H -1.7052 -1.6486 3.4879
63 H -1.0437 -0.9863 -0.5865
64 H -2.2436 -2.0823 -4.4524
65 H -1.5608 -0.2240 -7.2822
66 H -2.6804 0.5270 -6.0130
67 H -3.4984 -4.6146 2.1599
68 H 4.1405 2.6167 -3.9000
69 H 5.1978 3.2641 -6.2075
70 H 5.8057 2.6064 -3.6202
71 H -0.3694 -3.2938 7.6905
72 H -2.7999 -3.7170 3.5488
73 H -3.4631 1.2583 4.2613
74 H -1.7808 1.1518 2.1090
75 H -1.8750 -2.4733 -6.1457
76 H 1.3094 -1.8892 -0.9009
77 H -1.0663 1.4039 3.6561
78 H -0.3460 -0.5274 -2.0906

Values from the calculation:
SMILES = C[C@H]1COC(=O)O1.C[C@H]1COC(=O)O1.C[C@H]1COC(=O)O1.C[C@H]1COC(=O)O1.C[C@H]1COC(=O)O1.C[C@H]1COC(=O)O1
frontier orbital gap = 10.4 eV
LUMO level = -0.093 eV

---

Entry b
Molecular formula: C24H36O18
Method: DFT, the ωB97M-V functional and the def2-TZVPD basis

Cartesian coordinates (Å):
1 O 0.5294 -1.7804 2.1647
2 O 3.7224 6.2696 1.7327
3 O 4.7194 0.0766 -4.3863
4 O 4.5644 4.6656 0.3977
5 O -3.2726 -3.6814 -1.3753
6 O 4.1384 1.6536 -3.0213
7 O 2.6834 -2.2314 2.3527
8 O 2.0154 -0.2104 1.8247
9 O -1.4116 -0.8634 -1.7723
10 O -6.2986 0.5866 0.0687
11 O -5.3386 -1.1154 1.1047
12 O 4.0134 -0.2484 -2.3043
13 O -1.0186 1.1946 -1.1693
14 O -6.9296 -0.0584 2.2407
15 O -1.7026 -5.3504 -1.1253
16 O -1.7206 -3.8404 0.4167
17 O 0.0604 0.2566 -2.9593
18 O 2.8184 4.3446 1.5597
19 C 3.7524 5.0706 1.1717
20 C -4.7056 -1.0644 -0.2023
21 C -0.7556 -5.7764 -0.2233
22 C 3.6034 0.4346 -1.1853
23 C 3.6224 1.9046 -1.6303
24 C 2.7334 6.3656 2.6317
25 C 2.0944 4.8896 2.6987
26 C 2.3224 2.7556 -1.7203
27 C 4.3494 0.5546 -3.2633
28 C -0.7976 0.2516 -1.8773
29 C 1.5174 -1.5004 -3.8373
30 C -1.5686 -0.6124 2.4877
31 C -2.3476 -4.2274 -0.8293
32 C 0.0534 -1.0704 -3.5513
33 C -4.6556 1.1366 -1.5693
34 C -0.6106 -4.5694 0.7757
35 C 2.3224 4.1486 3.8547
36 C 0.6984 0.4796 1.8427
37 C -6.1866 -0.2514 1.1947
38 C -0.9006 -1.8714 -2.5073
39 C -0.3546 -4.8374 2.2617
40 C 1.7574 -1.4304 2.0767
41 C -5.5346 0.0236 -0.8513
42 C -0.2376 -0.6834 1.7977
43 H 2.0334 7.1736 2.4147
44 H -0.6396 -0.9684 -4.4453
45 H 1.7204 3.1556 -0.8593
46 H -4.8286 -2.0514 -0.6803
47 H -2.0686 0.1636 2.1567
48 H 0.2284 -6.2054 -0.6483
49 H -0.2906 -0.9124 0.6377
50 H 3.3064 4.0866 4.2937
51 H -3.8916 0.5336 -2.1523
52 H -1.6346 -0.3604 3.6897
53 H 2.6254 3.5626 -2.6173
54 H -1.5556 -2.6294 -2.8483
55 H -5.2346 1.8996 -2.1933
56 H 0.1444 -4.0154 0.1807
57 H -1.3166 -6.4344 0.2067
58 H 2.0924 -1.4904 -2.8493
59 H 4.4694 2.3456 -1.2593
60 H 1.5714 -2.5034 -4.0733
61 H -6.3056 -0.5204 -1.3473
62 H -0.1776 -3.8594 2.7237
63 H 4.4554 0.1236 -0.3963
64 H -3.6726 -0.7184 -0.1823
65 H 3.1294 6.6366 3.5617
66 H 1.6514 4.6786 4.5107
67 H 1.7934 3.0176 3.7217
68 H -0.2766 -2.4304 -1.9113
69 H 1.9274 -0.9994 -4.6553
70 H 0.5214 -5.5324 2.4147
71 H 2.5864 0.1896 -0.9423
72 H 0.4624 0.7816 2.8517
73 H 0.4974 1.0976 0.8257
74 H -2.3026 -1.4974 2.4697
75 H -4.1286 1.5666 -0.8323
76 H -1.2486 -5.0844 2.7477
77 H 1.5084 2.3446 -2.2483
78 H 1.1014 5.0646 2.4417

Values from the calculation:
SMILES = C[C@H]1COC(=O)O1.C[C@H]1COC(=O)O1.C[C@H]1COC(=O)O1.C[C@H]1COC(=O)O1.C[C@H]1COC(=O)O1.C[C@H]1COC(=O)O1
frontier orbital gap = 9.8 eV
LUMO level = 0.119 eV

---

It turns out entry a is the most stable, with the second structure 0.1811 hartree higher.

---

Entry a
Molecular formula: C6H7NO4
Method: DFT, the ωB97M-V functional and the def2-TZVPD basis

Cartesian coordinates (Å):
1 O 0.6130 1.9463 3.2108
2 O -0.5085 0.8514 1.6805
3 O 1.5734 2.0854 -0.4002
4 O 1.7754 0.9655 1.5693
5 N -0.3917 -0.0715 0.5349
6 C 0.6318 1.4091 2.1646
7 C 0.5007 -0.9898 0.3993
8 C 0.0631 -1.6590 -0.8559
9 C 1.9496 1.1426 0.2132
10 C -1.6245 -0.0371 -0.3024
11 C -1.0742 -0.7466 -1.4756
12 H 0.8063 -1.6613 -1.6132
13 H 2.5689 0.3046 -0.2189
14 H -0.5126 0.0528 -2.0654
15 H -1.8145 -1.2557 -2.0074
16 H -2.3746 -0.6001 0.2311
17 H -0.2961 -2.6597 -0.6446
18 H -1.8857 0.9232 -0.4201

Values from the calculation:
frontier orbital gap = 9.9 eV
LUMO level = 0.604 eV

---

Entry b
Molecular formula: C6H7NO4
Method: DFT, the ωB97M-V functional and the def2-TZVPD basis

Cartesian coordinates (Å):
1 O -2.5023 0.4458 -0.3352
2 O -1.8522 2.4473 -0.8951
3 O -0.4742 -3.4900 -1.3835
4 O -0.3796 -0.5937 -1.3656
5 N -1.7382 1.2642 -0.7373
6 C 1.7184 1.3418 0.6548
7 C -0.5151 -2.8442 -0.4044
8 C 0.2716 -0.8019 0.8233
9 C -0.2288 -1.4035 -0.2605
10 C -0.3136 0.6878 -0.8946
11 C 0.3982 0.6909 0.6079
12 H -0.7471 -3.4202 0.5656
13 H 2.4680 0.6397 1.0010
14 H 1.6797 2.1676 1.4127
15 H 0.0474 1.2845 -1.7064
16 H 0.4482 -1.1150 1.9490
17 H -0.2040 1.2484 1.3155
18 H 1.9237 1.4505 -0.3474

Values from the calculation:
SMILES = C[C@@H]1C=C(C=O)O[C@H]1[N+](=O)[O-]
frontier orbital gap = 9.8 eV
LUMO level = 0.027 eV

---

It turns out entry a is the most stable, with the second structure 0.0370 hartree higher.

---

Entry a
Molecular formula: C2H4S2
Method: DFT, the ωB97M-V functional and the def2-TZVPD basis

Cartesian coordinates (Å):
1 S -2.0176 -0.5680 0.0723
2 S 1.0782 -1.4970 0.0178
3 C 0.7111 0.0583 0.9851
4 C -0.2373 -0.4312 0.0062
5 H 0.4866 0.0887 1.9811
6 H 0.1459 0.5480 -2.0140
7 H -1.7849 -1.8583 -0.2703
8 H 1.4861 0.6618 0.5989

Values from the calculation:
frontier orbital gap (spin up / spin down) = 9.0 / 7.2 eV
LUMO level (spin up / spin down) = -0.227 / -0.309 eV

---

Entry b
Molecular formula: C2H4S2
Method: DFT, the ωB97M-V functional and the def2-TZVPD basis

Cartesian coordinates (Å):
1 S 2.2470 -0.2217 -0.1166
2 S -1.7248 1.5966 -0.5156
3 C 1.3513 -0.2857 1.2612
4 C -1.3813 0.2470 -1.2802
5 H -0.5836 0.1331 -2.0020
6 H 1.5719 -0.9041 2.1059
7 H -1.7404 -0.7544 -0.9130
8 H 0.2598 0.1892 1.4604

Values from the calculation:
SMILES = C=S.C=S
frontier orbital gap = 8.2 eV
LUMO level = -0.702 eV

---

Entry c
Molecular formula: C2H4S2
Method: DFT, the ωB97M-V functional and the def2-TZVPD basis

Cartesian coordinates (Å):
1 S -2.1196 -1.2390 -0.1058
2 S 0.8338 -1.6700 -0.1712
3 C -0.6155 -0.5724 -0.2313
4 C -0.0861 0.8800 -0.1816
5 H 0.8212 1.1194 -0.9308
6 H 1.6461 -0.6946 0.6685
7 H 0.3399 0.5200 0.9880
8 H -0.8198 1.6565 -0.0360

Values from the calculation:
SMILES = CC(=S)S
frontier orbital gap = 8.3 eV
LUMO level = -0.525 eV

---

It turns out entry c is the most stable, with the second structure 0.0144 hartree higher.

---

Entry a
Molecular formula: C2H4S2
Method: DFT, the ωB97M-V functional and the def2-TZVPD basis

Cartesian coordinates (Å):
1 S -1.9401 -0.2946 -0.0304
2 S 1.9374 -0.3399 0.0766
3 C -0.7804 0.6245 0.4298
4 C 0.3872 0.5319 -0.5337
5 H -0.2946 -0.0738 -1.2156
6 H 0.8203 1.5962 -0.7916
7 H 2.4043 0.9012 0.4162
8 H -0.5271 0.7898 1.4751

Values from the calculation:
SMILES = S=CCS
frontier orbital gap = 8.3 eV
LUMO level = -0.651 eV

---

Entry b
Molecular formula: C2H4S2
Method: DFT, the ωB97M-V functional and the def2-TZVPD basis

Cartesian coordinates (Å):
1 S 1.4271 -1.2398 -0.0682
2 S -1.7998 -0.8641 0.1514
3 C 0.8864 0.2371 0.8013
4 C -0.1058 -0.3893 -0.0291
5 H -0.1660 0.3876 -1.4384
6 H 1.3460 1.2737 0.5797
7 H -1.6839 -2.0554 -0.6277
8 H 0.8372 0.2661 1.9492

Values from the calculation:
frontier orbital gap = 9.0 eV
LUMO level = 0.472 eV

---

It turns out entry a is the most stable, with the second structure 0.0385 hartree higher.

---

Entry a
Molecular formula: C4H10N4
Method: DFT, the ωB97M-V functional and the def2-TZVPD basis

Cartesian coordinates (Å):
1 N 0.7990 1.8278 1.9480
2 N 0.2134 0.3085 -0.5991
3 N -1.5288 -1.7675 -1.1235
4 N 0.8373 1.4332 -0.5634
5 C 1.1908 2.1476 0.6647
6 C 0.4901 -1.1713 -0.1978
7 C -1.1291 0.1666 -0.0424
8 C -0.9422 -1.3394 0.1048
9 H 1.2536 2.5473 2.6464
10 H 1.2893 -1.2640 0.7354
11 H -2.0457 0.3005 -0.6527
12 H -1.9400 -2.9022 -0.9570
13 H 0.8246 -1.5831 -1.1675
14 H -1.1890 -2.1242 1.0471
15 H 2.2295 1.4084 -1.3794
16 H 1.7581 3.0527 0.5794
17 H -1.0803 -1.5041 -1.9786
18 H -1.0304 0.4633 0.9353

Values from the calculation:
frontier orbital gap = 7.6 eV
LUMO level = -0.263 eV

---

Entry b
Molecular formula: C4H10N4
Method: DFT, the ωB97M-V functional and the def2-TZVPD basis

Cartesian coordinates (Å):
1 N -1.9351 0.6216 1.9789
2 N 0.3553 -0.7606 -2.0146
3 N -0.3523 1.2077 0.2810
4 N 1.1789 0.5168 -0.1007
5 C -0.7648 0.7004 1.5035
6 C 1.2533 -2.0900 -0.0739
7 C -1.1886 1.2310 -0.8531
8 C 0.9231 -0.9180 -0.9428
9 H -2.6576 0.9338 1.3300
10 H 0.0579 0.3651 2.1340
11 H 0.4944 -2.2252 0.7024
12 H 2.2257 -1.9579 0.4096
13 H -2.1499 0.7405 -0.6928
14 H 1.5200 1.1453 -0.8194
15 H -0.6648 0.5605 -1.6484
16 H 1.7151 0.6721 0.7498
17 H -1.2887 2.2425 -1.2520
18 H 1.2779 -2.9857 -0.6915

Values from the calculation:
frontier orbital gap = 8.1 eV
LUMO level = 0.250 eV

---

Entry c
Molecular formula: C4H10N4
Method: DFT, the ωB97M-V functional and the def2-TZVPD basis

Cartesian coordinates (Å):
1 N 0.6491 -1.3974 0.0654
2 N -2.0114 -1.4335 -0.0203
3 N -1.3909 -0.2266 -0.2477
4 N 2.0338 -1.0413 0.3247
5 C 0.9231 0.9640 -0.0362
6 C 2.3280 0.3186 -0.1462
7 C -2.1829 0.8767 0.1920
8 C 0.0219 -0.2496 -0.0855
9 H -1.9786 -1.9262 -0.9314
10 H -3.2236 0.7941 -0.2165
11 H 2.8364 0.2926 -1.1433
12 H 0.6781 1.6423 -0.8760
13 H 3.0135 0.8633 0.5660
14 H -2.1372 0.9086 1.3470
15 H -1.2984 -1.9238 0.6415
16 H -1.7006 1.7500 -0.1461
17 H 0.8045 1.4096 0.9099
18 H 2.6352 -1.6213 -0.1972

Values from the calculation:
SMILES = CN(N)C1=NNCC1
frontier orbital gap = 8.8 eV
LUMO level = 0.956 eV

---

It turns out entry c is the most stable, with the second structure 0.0780 hartree higher.

---

Entry a
Molecular formula: C4H10N4
Method: DFT, the ωB97M-V functional and the def2-TZVPD basis

Cartesian coordinates (Å):
1 N -1.4528 -1.4370 -0.6129
2 N 2.5651 0.3384 -0.0518
3 N 1.1424 -1.4888 0.4749
4 N -2.4068 0.4716 0.4223
5 C 1.2356 -0.1535 0.0209
6 C 0.0745 0.4404 -0.0983
7 C -0.0534 1.9869 -0.2676
8 C -1.2606 -0.2826 -0.0784
9 H 3.2087 -0.2292 0.5218
10 H 2.5101 1.3589 -0.1023
11 H 1.5249 -2.1824 -0.3980
12 H 0.3944 2.3893 -1.1328
13 H -2.1628 0.8766 1.3322
14 H -3.2134 -0.2605 0.3893
15 H -0.5224 -1.9906 -0.9071
16 H 0.1087 -1.6598 0.7204
17 H -1.0875 2.1077 -0.1978
18 H 0.3278 2.4540 0.6869

Values from the calculation:
SMILES = [H]/N=C(/N)C(C)=C(N)N
frontier orbital gap = 8.9 eV
LUMO level = 0.778 eV

---

Entry b
Molecular formula: C4H10N4
Method: DFT, the ωB97M-V functional and the def2-TZVPD basis

Cartesian coordinates (Å):
1 N 0.7751 2.0069 -0.3391
2 N 0.7550 0.7906 -2.3057
3 N -0.7336 -1.0422 1.7799
4 N -0.8833 -0.6343 3.0747
5 C 0.4667 0.8011 -0.9788
6 C -0.4893 -0.0831 0.9413
7 C 0.1430 -1.6731 -0.9331
8 C 0.0359 -0.3210 -0.3162
9 H 0.8381 -0.1037 -2.7921
10 H -1.1801 0.3523 3.1810
11 H 1.3004 1.5528 -2.7023
12 H 0.4552 2.0832 0.6464
13 H -0.3798 -1.8187 -1.8959
14 H 0.5038 2.8347 -0.8521
15 H -1.6638 -1.2076 3.4311
16 H -0.8584 0.8722 1.2932
17 H -0.2870 -2.4500 -0.1692
18 H 1.2021 -1.9601 -1.0630

Values from the calculation:
SMILES = CC(/C=N/N)=C(N)N
frontier orbital gap = 7.5 eV
LUMO level = 0.793 eV

---

Entry c
Molecular formula: C4H10N4
Method: DFT, the ωB97M-V functional and the def2-TZVPD basis

Cartesian coordinates (Å):
1 N -0.4853 -1.4410 -1.9496
2 N -1.6173 -0.2355 0.6165
3 N -0.3735 0.4973 0.7365
4 N 0.1747 1.6439 2.6020
5 C 0.5010 0.2830 -0.3986
6 C 1.2173 1.3017 -0.8602
7 C 0.5594 -1.1174 -0.9739
8 C 0.2786 0.4909 2.1815
9 H -0.3964 1.7042 1.3145
10 H 1.9496 1.1461 -1.6408
11 H 0.5104 -1.8527 -0.1647
12 H -1.3951 -1.2320 -1.5521
13 H 1.1098 2.3049 -0.4708
14 H -1.4941 -1.1585 1.0291
15 H 0.6004 -0.4830 2.5546
16 H -2.2883 0.2565 1.2001
17 H 1.5297 -1.2553 -1.4545
18 H -0.3808 -0.8530 -2.7695

Values from the calculation:
frontier orbital gap = 9.4 eV
LUMO level = 0.803 eV

---

It turns out entry b is the most stable, with the second structure 0.0069 hartree higher.